1.
Entry from OMol25: a 14-piece molecular cluster, C64H89N16O2 overall in a non-equilibrium geometry (ωB97M-V/def2-TZVPD).

XYZ file:
```
171
Properties=species:S:1:pos:R:3:lowdin_charge:R:1
O 5.1841 -2.6634 0.8889 -0.265
O -2.5637 2.9419 2.6245 0.019
N -1.0146 1.4518 1.1312 0.176
N -6.2282 2.9519 -2.6336 0.015
N -0.6282 -3.3426 -6.5774 0.014
N 5.6179 2.2569 -3.7243 0.003
N -7.6882 -5.9200 -2.2940 -0.018
N -6.2665 -8.1132 -4.1809 0.008
N 2.2492 -5.9875 -2.3690 0.010
N 7.3373 -0.4786 1.6293 0.006
N 3.3042 12.9787 2.5384 -0.004
N 3.4307 -6.7615 5.0637 -0.001
N 3.4635 2.9800 -6.3501 0.001
N -0.5188 5.2230 4.0125 -0.002
N -3.8773 0.4041 4.8233 -0.011
N -2.6005 -0.2090 0.5410 -0.037
N -3.7920 -5.2017 0.0919 -0.024
N -0.1109 9.9246 5.5467 -0.010
C -4.9316 -7.9972 -4.4624 -0.143
C -5.8454 -9.5062 -5.8560 -0.115
C 0.1957 10.8849 6.4736 -0.168
C 8.6013 -1.0037 1.6374 -0.137
C 0.7381 4.4601 5.6760 -0.102
C -6.5492 -5.1755 -2.1343 -0.154
C 5.0299 -4.1309 0.9268 -0.082
C -2.7497 -2.8102 0.2793 -0.150
C 2.4171 3.8262 -6.6068 -0.147
C 3.1582 -2.1355 -0.5932 -0.150
C -3.3667 -1.3588 -0.0297 -0.149
C -2.2772 1.8060 1.7999 -0.169
C 2.1906 12.1987 2.7062 -0.139
C 3.6914 13.4852 3.7503 -0.141
C -5.2563 1.9914 -2.5618 -0.131
C -5.3226 -0.3650 6.3212 -0.100
C -4.3774 0.4558 6.9849 -0.098
C 4.4932 1.4735 -3.7279 -0.181
C -4.9880 -0.3811 4.9894 -0.146
C 2.8098 13.0305 4.7010 -0.107
C 3.5035 -5.3961 4.9844 -0.154
C 0.3040 -6.0521 -1.3036 -0.111
C 0.2032 4.1434 4.4507 -0.169
C 6.7271 1.4595 -3.8100 -0.119
C 4.7914 -2.1906 -0.4349 -0.212
C -1.2688 -3.1799 -4.4595 -0.132
C -1.9498 11.1300 5.8482 -0.103
C -1.9807 -2.2212 -5.2224 -0.119
C -5.9803 2.4592 -0.4849 -0.113
C -1.4160 10.0704 5.1561 -0.153
C -4.6404 -8.8537 -5.4965 -0.116
C 3.7657 2.2742 -7.4836 -0.135
C 6.3065 0.1539 -3.8776 -0.100
C 1.2757 -0.4754 0.2923 -0.182
C 5.5867 -6.2421 4.9885 -0.112
C -8.5122 -5.3032 -3.1993 -0.131
C -3.3088 0.7250 1.4156 0.053
C 8.7411 1.2355 1.4970 -0.119
C 1.0626 -5.3278 -2.1909 -0.160
C -0.9282 11.6462 6.6830 -0.100
C -0.4439 -3.8596 -5.3238 -0.143
C -0.1325 -0.4759 -0.5404 -0.072
C 2.8969 2.6678 -8.4725 -0.112
C 4.6962 -7.2847 5.0722 -0.138
C 2.2530 -7.1289 -1.6118 -0.131
C -6.8324 -9.0274 -5.0292 -0.140
C -5.0779 1.6681 -1.2383 -0.126
C 9.4943 0.0374 1.5525 -0.114
C -0.4430 6.2263 4.9406 -0.126
C -1.5668 -2.3469 -6.5260 -0.129
C 4.8901 0.1614 -3.8261 -0.114
C 0.3282 5.7798 5.9866 -0.093
C -3.4956 0.9138 6.0369 -0.139
C 2.5667 -0.6320 -0.6650 -0.191
C 4.8309 -5.0450 4.9333 -0.126
C -1.2427 0.2226 0.3692 -0.076
C 1.8589 12.2146 4.0394 -0.110
C -7.8960 -4.1486 -3.6146 -0.099
C -6.6788 3.2395 -1.3731 -0.124
C -3.6654 -3.8755 -0.5708 -0.277
C 7.4131 0.8864 1.5490 -0.151
C 2.0425 3.6518 -7.9168 -0.117
C 1.0587 -7.1935 -0.9362 -0.104
C -6.6518 -4.0677 -2.9403 -0.112
H 4.5486 -4.5192 -0.0416 0.088
H 1.2423 4.1752 -8.4197 0.091
H -4.3055 -7.3182 -3.9031 0.101
H -1.0255 5.2709 3.1426 0.138
H -1.8513 9.4084 4.4223 0.095
H 1.4264 0.5170 0.8733 0.101
H -2.9632 11.4939 5.7622 0.093
H 2.5789 -7.2974 5.1097 0.145
H 9.1271 2.2421 1.4273 0.089
H -5.9124 -3.2854 -3.0351 0.083
H 2.8463 13.2590 5.7562 0.091
H -4.4093 0.5989 1.6844 0.150
H 6.6630 -6.3312 4.9705 0.093
H 1.7310 11.7022 1.8646 0.102
H -2.7154 -1.5175 -4.8585 0.083
H -4.7242 -3.3982 -0.5997 0.111
H 2.0298 4.4768 -5.8367 0.100
H -1.6681 -2.9499 -0.0831 0.093
H -8.2955 -3.4410 -4.3261 0.095
H 3.7668 13.1521 1.6605 0.145
H 0.8613 -4.4014 -2.7088 0.083
H 2.8794 2.2900 -9.4844 0.092
H -6.1555 -0.8870 6.7688 0.098
H -4.3414 -5.1617 0.9601 0.081
H -7.4549 3.9737 -1.2172 0.114
H -4.7755 1.6228 -3.4555 0.108
H 10.5705 -0.0539 1.5339 0.091
H -0.1483 -3.6478 -7.4093 0.152
H 2.6072 -4.7941 4.9699 0.101
H 5.2153 -4.0376 4.8646 0.091
H 5.6274 3.2632 -3.6666 0.151
H -2.8365 -3.1075 1.3964 0.128
H 6.9478 -0.7118 -3.9550 0.096
H 4.2346 -0.6972 -3.8556 0.090
H -9.4634 -5.7378 -3.4674 0.112
H 3.9379 2.8912 -5.4647 0.087
H 4.5573 14.1250 3.8312 0.106
H -0.4069 -1.5157 -0.9210 0.110
H 1.1842 10.9425 6.9039 0.115
H 4.8534 -8.3510 5.1354 0.107
H -6.7564 -7.6039 -3.4614 0.099
H -3.3071 -3.9513 -1.6594 0.120
H -5.4436 -0.8810 4.1473 0.100
H 4.3195 -4.3400 1.8053 0.094
H 6.5179 1.4902 1.5347 0.098
H 6.4823 -1.0142 1.6760 0.111
H -6.1058 2.4578 0.5885 0.088
H -3.5848 -1.2677 -1.1558 0.147
H 5.1943 -1.1266 -0.5803 0.117
H 0.5249 9.2211 5.2047 0.139
H 2.7538 -2.6733 0.3486 0.113
H 0.0506 0.2425 -1.4327 0.138
H 3.1034 -7.7939 -1.6181 0.111
H -5.7669 -5.4973 -1.4619 0.080
H 1.3565 3.8134 6.2812 0.097
H 2.3694 -0.2512 -1.7370 0.110
H 5.2430 -2.8478 -1.2573 0.123
H -7.8887 -6.7869 -1.8200 0.148
H -1.3513 -3.3548 -3.3960 0.064
H -1.8575 -1.8144 -7.4190 0.112
H -2.6324 1.5581 6.1203 0.103
H 0.7609 -7.9765 -0.2543 0.095
H -0.6856 -5.7895 -0.9578 0.071
H -0.9444 7.1686 4.7781 0.090
H -3.6678 -8.9938 -5.9452 0.089
H 3.5103 1.9164 -3.6620 0.104
H -4.4070 -1.3355 0.4835 0.146
H 1.2658 -1.3006 1.0849 0.117
H 3.0020 -5.6815 -2.9650 0.147
H -3.4130 0.5788 3.9455 0.087
H 0.5712 6.3419 6.8765 0.100
H 0.2728 3.2450 3.8547 0.087
H -2.3339 2.7376 3.5652 0.109
H 0.2569 -4.6633 -5.1544 0.101
H -4.3450 0.6850 8.0398 0.099
H 8.7564 -2.0703 1.7011 0.106
H 1.0263 11.6974 4.4874 0.054
H 7.7176 1.8888 -3.8168 0.114
H -2.8829 -5.6691 0.2245 0.066
H -5.9765 -10.2441 -6.6340 0.091
H 3.3923 0.0687 -0.2472 0.114
H 4.5697 1.5535 -7.4883 0.109
H -0.1209 1.9764 1.1859 0.166
H -7.8855 -9.2586 -4.9707 0.104
H -1.0061 12.4829 7.3616 0.097
H 2.8068 -2.6809 -1.5510 0.105
H -6.5614 3.3805 -3.4827 0.154
H 6.0496 -4.6443 1.0767 0.108
H -4.3775 0.9425 -0.8560 0.040
```

Computed properties:
HOMO = -0.3394 hartree
Total charge = +1
HOMO-LUMO gap = 6.083 eV
Spin multiplicity = 1
E_LUMO = -3.15 eV

2.
Entry from OMol25: C5H9O3S2 as an isolated structure in a non-equilibrium geometry (ωB97M-V/def2-TZVPD).

XYZ file:
```
19
Properties=species:S:1:pos:R:3:lowdin_charge:R:1
S -1.8273 -0.4067 -0.8724 0.837
S 2.0737 0.0005 -0.1925 0.366
O 3.0145 -0.9146 0.5094 -0.405
O 2.4645 1.3611 -0.2716 -0.352
O 1.6731 -0.5901 -1.4590 -0.388
C -0.1995 -1.3764 0.7907 -0.337
C -0.6836 0.8729 -0.5397 -0.607
C 0.4604 0.0125 0.7258 -0.247
C -0.7453 -1.8033 -0.5657 -0.495
C -1.2089 2.1684 0.0581 -0.151
H -0.0993 1.0361 -1.4524 0.069
H -1.2558 -2.7777 -0.4928 0.078
H 0.5610 -2.1442 1.2700 0.135
H -1.0540 -1.4454 1.6235 0.127
H -1.3752 2.0244 1.1009 0.046
H -0.3010 2.8700 0.0541 0.100
H 0.5480 0.5331 1.6790 0.097
H -0.0091 -1.9243 -1.3452 0.051
H -2.0360 2.5036 -0.6202 0.075
```

Computed properties:
HOMO = -0.1832 hartree
Total charge = -1
HOMO-LUMO gap = 8.184 eV
Spin multiplicity = 1
E_LUMO = 3.20 eV
Energy relative to the best compared isomer or geometry (same formula, charge and spin) = 10.6 kcal/mol

3.
Entry from OMol25: a 2-piece molecular cluster, C7H17INOP overall in a non-equilibrium geometry (ωB97M-V/def2-TZVPD).

XYZ file:
```
28
Properties=species:S:1:pos:R:3:lowdin_charge:R:1
I -2.6832 2.3639 -2.4356 -0.415
P -0.7142 -0.5810 -1.1990 1.148
O -1.8942 -0.7884 -0.1037 -0.455
N 0.5227 -0.3358 -0.1197 -0.261
C 1.5995 1.7703 -0.7435 -0.070
C -3.2310 -0.7745 -0.3245 -0.213
C -0.4044 0.7404 1.8319 -0.068
C 0.2120 -1.7568 1.9560 -0.039
C 0.4799 -0.3427 1.3474 -0.408
C 1.7047 0.3013 -0.7509 -0.490
C 1.9040 -0.2000 -2.1955 -0.126
H 2.6914 -0.1880 -0.2567 0.188
H 0.8440 -2.5040 1.6059 0.042
H -0.6679 -2.2266 1.6423 0.045
H -0.4673 1.4483 1.0307 0.067
H 1.4529 -0.1078 1.7744 0.134
H 0.4759 -1.9356 3.0391 0.110
H -3.6990 -1.0357 0.6833 0.123
H 2.8702 0.1895 -2.5236 0.091
H -1.3946 0.4609 2.1612 0.076
H -0.1216 1.2175 2.8109 0.108
H 1.7511 -1.2532 -2.2356 0.052
H -3.4493 0.2418 -0.6370 -0.035
H 1.7914 2.1905 0.1983 0.068
H -3.6204 -1.3625 -1.1587 0.090
H 1.0907 0.2588 -2.8549 0.079
H 2.3628 2.1835 -1.3891 0.089
H 0.5940 2.0260 -1.1532 0.069
```

Computed properties:
HOMO = -0.2730 hartree
HOMO-LUMO gap = 6.008 eV
Spin multiplicity = 1
E_LUMO = -1.42 eV
Energy relative to the best compared isomer or geometry (same formula, charge and spin) = 0.0 kcal/mol

4.
Entry from OMol25: a 2-piece molecular cluster, C4H12O2S overall in a non-equilibrium geometry (ωB97M-V/def2-TZVPD).

XYZ file:
```
19
Properties=species:S:1:pos:R:3:lowdin_charge:R:1
S -0.5327 -0.9076 -4.0156 1.159
O -0.7587 0.2188 3.9851 -0.035
O 1.0450 0.7241 1.9505 -0.065
C 0.3852 -1.0578 -2.4675 -0.472
C 0.2249 1.0108 0.8372 -0.257
C 0.7392 0.1930 -0.3427 -0.170
C -0.3117 -0.3653 -1.3045 -0.251
H 0.7407 -2.0601 -2.2570 0.119
H -1.0281 -1.0418 -0.8463 0.128
H -0.8398 0.5309 -1.6643 0.121
H -1.2627 0.9326 3.5684 0.061
H 1.6596 0.4815 -0.8146 0.119
H -1.7206 -1.2665 -3.4854 -0.035
H 1.0902 -0.6895 0.2204 0.134
H -0.8083 0.7215 1.0564 0.123
H -0.6907 0.4106 4.9257 0.072
H 1.2603 -0.4589 -2.7525 0.086
H 0.3206 2.0882 0.6780 0.126
H 0.4878 0.5356 2.7289 0.038
```

Computed properties:
HOMO (alpha / beta) = -0.4837 / -0.4781 hartree
Total charge = +1
HOMO-LUMO gap (alpha / beta) = 9.263 / 3.934 eV
Spin multiplicity = 2
E_LUMO (alpha / beta) = -3.90 / -9.07 eV
Energy relative to the best compared isomer or geometry (same formula, charge and spin) = 13.3 kcal/mol
Expectation value of S² = 0.753

5.
Entry from OMol25: one molecule with the formula C2H2F2O3 in a non-equilibrium geometry (ωB97M-V/def2-TZVPD).

XYZ file:
```
9
Properties=species:S:1:pos:R:3:lowdin_charge:R:1
F -2.0206 0.2192 0.3716 0.157
F 0.6383 -0.4732 -1.3799 0.134
O 1.1136 0.4461 0.6610 0.119
O -0.8382 1.7356 -0.7132 0.190
O -0.0132 -1.5211 0.4609 0.098
C 0.2771 -0.2881 -0.1044 -0.646
C -0.9019 0.6533 -0.2162 -0.366
H 1.0250 1.4280 0.4927 0.157
H 0.7198 -2.1997 0.4275 0.158
```

Computed properties:
HOMO = -0.4332 hartree
HOMO-LUMO gap = 12.314 eV
SMILES = O=C(F)C(O)(O)F
Spin multiplicity = 1
E_LUMO = 0.53 eV
Energy relative to the best compared isomer or geometry (same formula, charge and spin) = 17.5 kcal/mol